(1)
The following is a DFT calculation (the ωB97M-V functional and the def2-TZVPD basis) of C28H31NO6 in the gas phase.

HOMO: -0.3128 hartree
net charge: 0
ΔE to the lowest compared entry with this formula, charge and spin: 0.255 eV
SMILES: CCCCc1cc(=O)oc2cc(C)cc(OCC(=O)N3CCC(C(=O)O)(c4ccccc4)CC3)c12

The geometry in XYZ format:
```
66
C28H31NO6 (the ωB97M-V functional and the def2-TZVPD basis)
C 1.5947 5.3475 3.9363
O 0.3660 5.1553 -0.4708
C -0.1757 3.4932 1.1398
H 2.6026 5.4313 4.3147
H -3.3026 -1.9676 -5.4117
H 1.8941 -4.8485 2.8249
H 0.7636 6.6895 5.3847
H 1.6902 -1.6654 0.0781
C 1.3370 4.5339 2.8488
H -1.9857 5.0710 2.5664
H -2.8462 -1.7851 0.3563
N -1.4113 1.1918 -0.1268
O -3.5333 0.4772 -0.3526
H 0.7244 -3.0507 0.5459
C 1.6166 -2.7540 -0.0042
H 1.7147 -6.3965 1.9994
H -1.8692 4.5175 0.2554
H 1.0294 5.4972 -1.0911
C -2.2172 -2.2621 -3.5920
C 0.1524 -2.7535 -2.1086
C -0.0528 1.0845 0.3504
H 2.5030 -5.3610 -0.1246
H 0.1633 0.0661 0.6635
H -1.1669 -3.1931 -5.2208
O -0.8503 -1.7120 -0.2170
H 3.7425 -3.1239 0.1192
C 2.8370 -3.3798 0.6713
H -4.1909 -2.8223 -4.1518
H 0.6935 -5.0396 1.5442
H 3.3430 -3.9054 -1.7891
C -1.1408 -2.8824 -4.1889
C -0.7172 5.9423 4.0308
C 1.6949 -5.3178 1.8633
O 1.8498 3.5197 -0.1982
C 0.5655 6.0539 4.5349
C -1.9632 -1.1404 0.4385
C 2.2276 -4.0009 -3.5913
H -2.2992 3.2167 1.3885
C -3.4863 -2.0124 -4.3417
C -2.1116 -1.8746 -2.2579
O 1.0131 -3.7219 -4.1545
C 0.0232 -3.1191 -3.4629
H -2.7858 2.5106 -0.9176
C 0.0469 4.4093 2.3389
C -1.6099 3.5160 0.5971
H -1.6735 -1.0837 1.4930
C 0.1816 2.0461 1.5186
H 2.9327 -2.9314 1.6637
O 3.0722 -4.5182 -4.2817
C 0.7934 4.0184 0.0862
C 2.3799 -3.6549 -2.1990
C 1.4076 -3.0749 -1.4561
H -1.5273 6.4921 4.4866
H 3.7142 -5.2752 1.1526
C -0.9762 5.1303 2.9388
C 2.7394 -4.8985 0.8345
C -2.3731 0.2576 -0.0501
C -1.7543 2.5307 -0.5618
H 1.2292 1.9842 1.8104
C -0.9647 -2.1032 -1.5203
H -2.9550 -1.3731 -1.8141
H 2.1521 3.9982 2.3849
H -1.0930 2.8114 -1.3887
H -0.4347 1.7521 2.3710
H -3.9495 -1.0842 -4.0158
H 0.6264 1.3418 -0.4697
```

(2)
The following is a DFT calculation (the ωB97M-V functional and the def2-TZVPD basis) of a molecular structure, C2HFGaO2 in a non-equilibrium geometry.

HOMO (spin up / spin down): -0.5984 / -0.6034 hartree
net charge: +1
ΔE to the lowest compared entry with this formula, charge and spin: 0.000 eV

The geometry in XYZ format:
```
7
C2HFGaO2 (the ωB97M-V functional and the def2-TZVPD basis)
C 0.5050 0.5716 -0.2935
F -1.2754 -1.1875 0.2859
H 0.0546 -1.4243 0.1669
C -0.8002 0.8092 -0.1972
O 0.9608 -0.8037 -0.1030
Ga 2.2568 0.4287 0.1777
O -1.7015 1.6060 -0.0367
```

(3)
The following is a DFT calculation (the ωB97M-V functional and the def2-TZVPD basis) of C4H3NO2 in the gas phase in a non-equilibrium geometry.

HOMO: -0.4007 hartree
net charge: 0
ΔE to the lowest compared entry with this formula, charge and spin: 0.877 eV
SMILES: N#C/C=C/C(=O)O

The geometry in XYZ format:
```
10
C4H3NO2 (the ωB97M-V functional and the def2-TZVPD basis)
C -1.2866 0.1272 0.3555
C 1.0633 -0.4712 0.0983
H 0.9390 -1.0313 1.0526
N 3.5590 -0.4523 -0.7319
C 2.4111 -0.4599 -0.4762
C -0.0162 0.1703 -0.4075
H -0.0349 0.9122 -1.2547
H -2.9803 0.8688 0.2628
O -1.4585 -0.5070 1.3903
O -2.1959 0.8431 -0.2892
```

(4)
The following is a DFT calculation (the ωB97M-V functional and the def2-TZVPD basis) of a molecular structure, C7H7NO5Pm in a non-equilibrium geometry.

HOMO (spin up / spin down): -0.7787 / -0.7795 hartree
spin multiplicity: 5
net charge: +3
ΔE to the lowest compared entry with this formula, charge and spin: 4.218 eV

The geometry in XYZ format:
```
21
C7H7NO5Pm (the ωB97M-V functional and the def2-TZVPD basis)
Pm 0.1425 0.9923 -1.7319
C 1.8583 0.2677 -2.7761
H 1.4201 -0.4590 0.4277
H -1.8032 -1.9005 2.7332
O -2.3519 2.9795 -0.7520
H 1.4791 -1.2588 2.9686
H 1.3429 -2.6474 1.8603
H -2.1046 -1.6527 0.9958
C 1.4517 2.9040 -1.5215
O 2.1350 3.7679 -1.2481
O -1.2361 1.1944 -4.8247
C -0.7138 1.2437 -3.8107
H -1.9900 -0.2469 2.0966
O 2.7690 -0.3410 -3.1832
C 0.3360 -0.5013 0.6824
H 0.2274 -2.5026 3.2487
C 0.7784 -1.9512 2.4900
O -0.5593 0.1179 0.0338
C -1.4417 2.4516 -1.2480
N -0.1441 -1.2078 1.6753
C -1.5956 -1.2499 1.8840
```

(5)
The following is a DFT calculation (the ωB97M-V functional and the def2-TZVPD basis) of 2 unconnected molecules or ions with the total composition C2H9N3O.

HOMO: -0.3325 hartree
net charge: 0
ΔE to the lowest compared entry with this formula, charge and spin: 0.454 eV
SMILES: [H]/N=C(/N)NC.O

The geometry in XYZ format:
```
15
C2H9N3O (the ωB97M-V functional and the def2-TZVPD basis)
H -1.4169 -2.0054 -1.6675
H 1.5857 1.3958 -1.3848
H 0.9400 -0.0564 1.8768
N 0.2226 -0.1195 -1.0279
N -1.1225 -0.3211 0.9272
C 0.5943 1.2820 -0.9554
H -0.1032 1.9178 -1.5007
N -1.1481 -1.9524 -0.6953
H -1.8953 -2.2972 -0.1107
H 0.3673 -0.5556 -1.9221
C -0.6956 -0.7305 -0.2083
H 1.2131 0.6887 3.1558
O 1.5948 0.5232 2.2888
H 0.6305 1.6285 0.0712
H -0.7669 0.6018 1.1530
```

(6)
The following is a DFT calculation (the ωB97M-V functional and the def2-TZVPD basis) of 5 unconnected molecules or ions with the total composition C34H48BrF5N6O in a non-equilibrium geometry.

HOMO: -0.2982 hartree
net charge: 0
SMILES: CCOc1cnc2c(C[C@H](C)Br)c(CCCC(F)(F)C(F)(F)F)ccc2n1.CCCC#N.CCCC#N.CCCC#N.CCCC#N

The geometry in XYZ format:
```
95
C34H48BrF5N6O (the ωB97M-V functional and the def2-TZVPD basis)
H -2.9114 -3.7646 3.3639
H 6.8169 1.5952 2.4878
H -2.8334 -5.7853 1.5755
H 0.3196 0.1220 -5.8385
H -8.3163 -2.2380 3.9768
H -6.2385 -2.0197 6.2235
H 5.4266 3.6041 -0.3993
C 7.4420 3.6152 2.8557
H -1.9501 1.0965 -3.4797
H 4.0883 -1.9462 -1.6643
H -7.8601 -3.5493 5.0847
H 7.7042 4.6282 -0.2265
C 0.0494 2.0125 -4.4073
C 7.4200 2.1401 3.2221
H 4.7258 5.2130 -0.6743
C 0.2219 -0.6464 -3.6560
C -1.2938 2.0660 -3.4697
N -7.4864 -2.5120 1.8151
H 0.9470 2.6824 -4.0135
H -1.8476 -1.3124 -4.9149
F -1.6575 5.0460 -2.5285
C 5.0925 0.0452 -2.1639
H 8.0101 5.4317 -2.5676
C -0.2833 -4.5043 0.4320
H 6.9494 2.0205 4.2037
C -1.8561 -5.3483 2.1032
Br 3.9617 -1.6112 -4.3127
C 1.0489 -3.6258 0.7472
H -2.5359 -3.1238 1.6295
H 8.8229 0.5403 3.5525
H 5.4905 4.8180 0.8769
H -9.7528 -3.5301 -0.3664
C 9.5602 1.7121 1.9109
C -9.8897 -1.3831 -0.6136
N 7.4602 4.8388 2.5518
H -8.6641 -2.1117 5.7117
H 5.9518 -0.3967 -1.4994
C -1.5846 -2.7390 -2.9369
H 10.5658 1.2844 1.9744
C -5.2906 -3.7023 4.2774
F -2.1603 2.2259 -1.0364
O -0.6269 -5.6264 1.3446
C 5.5572 4.6735 -0.2061
H -10.0638 0.7691 -0.4659
C -0.7089 4.1842 -1.7869
C 8.8490 1.5945 3.2552
H 1.7934 0.5852 -4.7567
H -10.8280 -0.1062 0.8745
H 1.6943 -3.9395 1.6968
C -2.0728 -3.7728 2.5145
C -0.6946 -3.1123 -1.5833
H -0.2568 2.5016 -5.4523
C -8.5308 -2.5673 1.1108
H -10.7824 -1.4579 -1.2443
C -7.9311 -2.4622 4.9781
C 0.6540 -2.2652 -1.2542
C -6.5845 -1.7842 5.2096
H 9.4338 2.1291 4.0138
C 7.0391 5.0428 -2.2434
C -5.5242 -2.2030 4.1892
H -10.6632 -2.7152 0.9179
C -1.1598 -1.5346 -3.9653
H 6.2567 5.6133 -2.7556
N -1.1798 -4.2643 -0.7495
H -6.7201 -0.6982 5.1598
H -1.7758 -5.9494 3.1314
C 6.9308 3.5790 -2.6385
H 5.5444 0.4262 -3.1868
C 0.6021 0.5096 -4.7532
H -2.5532 -3.3638 -3.2113
N -5.0968 -4.9462 4.3505
F 0.7091 4.5318 -2.1243
C -9.7899 -2.6339 0.2618
H 9.6709 2.7564 1.6021
C 2.4709 -0.2244 -2.0046
C 3.8407 -1.0401 -2.3937
N 1.5709 -2.4886 -0.0852
H 2.5196 0.8231 -2.5303
N 6.8408 2.3647 -2.9663
H 7.0116 6.2345 -0.4502
H 4.6546 1.0163 -1.6251
F -0.8682 4.5500 -0.3303
C 1.0748 -1.0476 -2.3148
F 0.1942 1.8801 -1.3430
C -0.9902 2.5733 -1.9064
H -1.9826 2.9268 -3.9276
H 2.5077 -0.0459 -0.8325
H -9.0241 -1.3290 -1.2851
C 6.8987 5.1803 -0.7261
H -1.1304 -3.2690 2.9941
H 9.0104 1.1770 1.1280
C -9.9647 -0.0946 0.1993
H -5.8453 -1.9472 3.1736
H -9.0611 0.0591 0.7977
H -4.5831 -1.6802 4.3893
```

(7)
The following is a DFT calculation (the ωB97M-V functional and the def2-TZVPD basis) of C3H8INOS in the gas phase in a non-equilibrium geometry.

HOMO: -0.3167 hartree
net charge: 0
ΔE to the lowest compared entry with this formula, charge and spin: 1.887 eV

The geometry in XYZ format:
```
15
C3H8INOS (the ωB97M-V functional and the def2-TZVPD basis)
H 0.2997 2.3936 -0.0459
H -0.9412 -2.4527 1.2797
O 1.7534 1.3305 1.5580
S 1.8765 0.9633 0.1644
H 1.5879 3.3239 -0.9156
H -1.5549 -2.3098 -0.3801
I -2.2910 0.4785 0.1293
H 0.5023 -0.4387 -1.5244
C -0.7538 -2.1053 0.3000
C 1.0537 2.3671 -0.8199
H 0.8051 2.1967 -1.8441
H 0.0997 -2.7429 0.0152
H -0.1540 -0.3305 1.5352
N 0.6909 -0.1571 -0.2979
C -0.3374 -0.6357 0.4688
```

no.,energy (eV),molecular weight (u)
1,-43315.886,477.6
2,-61264.404,145.7
3,-9780.810,97.1
4,-35617.980,330.1
5,-8737.986,91.1
6,-130635.236,731.7
7,-25711.501,233.1